[1]
Below is 2 unconnected molecules or ions with the total composition C4H13NO3, with properties calculated with the ωB97M-V functional and the def2-TZVPD basis.

Geometry as XYZ:
```
21
Properties=species:S:1:pos:R:3:forces:R:3:nbo_charge:R:1
C -1.130 -2.106 0.035 4.3 -1.4 -3.9 -0.424
N -0.118 -1.255 -0.796 -2.5 -2.3 0.5 -0.638
C -0.209 0.110 -0.393 5.5 -0.8 1.1 -0.132
C 1.368 0.490 -0.313 -0.8 0.5 -0.2 -0.038
O 1.554 1.762 0.327 0.1 -0.1 -0.8 -0.723
C -1.020 1.014 -1.171 -0.1 1.8 -1.1 -0.090
O -1.703 1.886 -0.298 -2.5 -0.5 -1.8 -0.702
H -0.812 -3.120 -0.250 -0.1 -0.2 0.1 0.190
H -2.097 -2.094 -0.311 -2.6 0.9 0.1 0.200
H -0.806 -2.030 1.010 -0.8 0.8 2.2 0.196
H -0.325 -1.403 -1.813 0.2 0.4 1.3 0.365
H -0.241 0.253 0.686 -1.7 -0.8 0.2 0.213
H 1.819 0.507 -1.308 0.1 0.2 0.0 0.167
H 1.860 -0.272 0.308 -0.3 0.2 -0.6 0.156
H 0.757 1.919 0.830 0.0 0.2 0.5 0.444
H -1.756 0.495 -1.799 0.0 0.2 0.3 0.188
H -0.316 1.571 -1.846 -0.8 -0.1 0.2 0.171
H -1.113 2.302 0.270 1.6 1.2 1.4 0.453
O 1.046 -1.509 2.159 -3.6 -3.2 -1.9 -0.942
H 0.712 -2.208 1.403 2.0 2.8 2.9 0.478
H 1.918 -1.291 1.945 2.2 0.3 -0.6 0.468
```
Positions in Å, forces in eV/Å.

## Properties
- max |F| (eV Å⁻¹) = 6.0
- energy relative to the best compared isomer or geometry (same formula, charge and spin) (kJ/mol) = 389.0
- SMILES = CNC(CO)CO.O
- electronic energy (eV) = -11988.43949

[2]
Below is a single C2H2F3OP molecule, with properties calculated with the ωB97M-V functional and the def2-TZVPD basis.

Geometry as XYZ:
```
9
Properties=species:S:1:pos:R:3:forces:R:3:nbo_charge:R:1
O -1.620 1.345 -1.288 -3.0 -0.2 -0.4 -0.990
P -0.343 1.007 -0.435 -0.8 0.0 -0.6 1.282
C -0.516 -0.381 0.305 1.6 -1.3 -0.2 -0.770
C 0.779 -1.039 0.738 -1.4 0.1 -1.1 0.915
F 1.194 -2.096 -0.025 -0.4 0.8 -0.3 -0.335
F 1.767 -0.151 0.767 2.0 0.7 -0.2 -0.349
F 0.688 -1.513 1.932 -0.3 -1.0 2.7 -0.311
H -2.419 0.696 -1.163 2.5 1.5 -0.1 0.543
H 0.469 2.131 -0.831 -0.2 -0.8 0.3 0.016
```
Positions in Å, forces in eV/Å.

## Properties
- max |F| (eV Å⁻¹) = 3.0
- energy relative to the best compared isomer or geometry (same formula, charge and spin) (kJ/mol) = 254.4
- SMILES = O[PH]#CC(F)(F)F
- electronic energy (eV) = -21592.04195

[3]
Below is a single C5H5Cl3N2O molecule, with properties calculated with the ωB97M-V functional and the def2-TZVPD basis.

Geometry as XYZ:
```
16
Properties=species:S:1:pos:R:3:forces:R:3:nbo_charge:R:1
C 0.754 1.269 1.360 0.5 -1.1 -0.9 -0.143
C 0.936 -0.129 -0.663 2.2 1.7 1.5 0.204
C 1.650 0.795 0.390 -0.4 -0.9 -0.2 0.318
C -0.681 0.991 1.151 1.1 1.7 -2.4 -0.288
C -0.929 -1.395 -1.603 -1.9 -0.6 0.5 -0.424
N -0.319 -0.498 -0.635 -0.6 -0.5 0.4 -0.213
N -1.043 -0.209 0.479 -1.6 -0.9 1.5 -0.189
O 2.866 0.985 0.348 -0.1 -0.3 -0.6 -0.650
Cl 1.948 -0.615 -1.899 0.3 -0.1 -0.5 0.144
Cl 1.400 2.282 2.555 -0.5 0.1 0.2 0.082
Cl -0.992 -1.468 1.770 0.4 -1.0 -0.2 -0.004
H -1.293 1.225 1.949 -1.3 -0.2 1.8 0.249
H -1.022 1.639 0.357 -0.2 1.3 -0.4 0.217
H -1.991 -1.104 -1.868 1.4 0.1 0.5 0.236
H -0.292 -1.307 -2.435 0.3 -0.3 -1.3 0.228
H -0.993 -2.460 -1.256 0.4 1.0 0.0 0.232
```
Positions in Å, forces in eV/Å.

## Properties
- max |F| (eV Å⁻¹) = 3.2
- energy relative to the best compared isomer or geometry (same formula, charge and spin) (kJ/mol) = 39.8
- electronic energy (eV) = -47856.58493